This record from the OMol25 dataset describes C21H15N5O3SeW as an isolated structure. The level of theory is ωB97M-V with the def2-TZVPD basis set.

For the LUMO energy, the calculation gives -0.0258 Ha. For the total energy, the calculation gives -3777.38574 Ha. The value obtained for the HOMO energy is -7.652 eV. Its spin multiplicity is 1. For the HOMO-LUMO gap, the calculation gives 7.0 eV. Its energy relative to the best compared isomer or geometry (same formula, charge and spin) is 0.00 kcal/mol.

Each line ends with the Löwdin charge.
CARTESIAN COORDINATES (ANGSTROEM)
W1 0.4229 0.2034 0.0629  1.4113
O1 -3.5196 1.4438 0.9606  0.0781
C1 -2.3417 1.3138 0.6894  -0.4268
N1 -1.6168 0.1481 0.5822  -0.0297
C2 -2.2457 -1.0901 0.8565  -0.1983
C3 -3.5598 -1.2857 1.2804  -0.0107
C4 -4.0084 -2.5715 1.5388  -0.0876
C5 -3.1658 -3.6559 1.3831  -0.0884
C6 -1.8583 -3.4761 0.9593  -0.0126
C7 -1.3974 -2.1884 0.6894  -0.1972
N2 -0.0923 -1.8258 0.2673  -0.0330
C8 0.8197 -2.8131 -0.0152  -0.4341
O2 0.6711 -4.0193 0.0371  0.0744
C9 2.1494 -2.2721 -0.4062  -0.1820
C10 3.1972 -3.1120 -0.7283  0.0251
C11 4.4166 -2.5485 -1.0581  -0.0323
C12 4.5338 -1.1683 -1.0404  -0.0300
C13 3.4393 -0.3950 -0.7051  -0.1498
N3 2.2508 -0.9431 -0.4015  -0.0940
C14 -1.5096 2.5268 0.4672  -0.1805
C15 -2.0517 3.7937 0.5362  0.0264
C16 -1.2178 4.8794 0.3358  -0.0287
C17 0.1228 4.6472 0.0794  -0.0286
C18 0.5908 3.3491 0.0334  -0.1428
N4 -0.2195 2.2970 0.2165  -0.0676
H1 -4.2192 -0.4490 1.4110  0.0929
H2 -5.0284 -2.7140 1.8711  0.1019
H3 -3.5165 -4.6578 1.5939  0.1015
H4 -1.2097 -4.3230 0.8425  0.0925
H5 3.0195 -4.1771 -0.7042  0.1263
H6 5.2624 -3.1719 -1.3146  0.1149
H7 5.4670 -0.6758 -1.2735  0.1144
H8 3.4975 0.6805 -0.6719  0.0909
H9 -3.1061 3.8851 0.7511  0.1256
H10 -1.6032 5.8885 0.3887  0.1147
H11 0.8207 5.4593 -0.0643  0.1151
H12 1.6322 3.1322 -0.1406  0.1025
C19 -0.0798 0.4458 -3.2273  -0.0286
C20 0.4656 0.6140 -1.8617  -0.4863
O3 1.4259 1.3791 -1.5607  -0.1659
H13 0.4191 1.0999 -3.9419  0.0853
H14 -1.1521 0.6463 -3.2077  0.0879
H15 0.0336 -0.5978 -3.5285  0.0886
Se1 2.0532 0.8377 1.9317  0.6691
C21 1.2496 2.2790 2.7817  -0.7695
N5 0.7587 3.1815 3.3048  0.0655